Record 1
DFT (wB97M-V/def2-TZVPD) results for a molecular structure, C22H45N2O2OsP3S at a distorted geometry.

HOMO energy (spin up / spin down)   -19.32 / -20.72 eV
HOMO-LUMO gap (spin up / spin down)   6.502 / 4.766 eV
Molar mass   684.8 g mol⁻¹
Energy above the lowest of the compared OMol25 structures with the same formula, charge and spin   6.3880 eV
E_LUMO (spin up / spin down)   -12.814 / -15.955 eV
<S²>   6.043
E_tot   -2636.3662 Eh

```
! wB97M-V def2-TZVPD RIJCOSX def2/J DEFGRID3
* xyz 4 5
H 1.24 -2.55 -4.06
H 1.31 1.69 5.56
H -0.04 -2.51 6.44
H -0.14 2.09 2.78
C 0.65 -1.51 4.68
H -1.32 4.68 -0.22
H -3.17 2.59 -1.10
H -0.67 -3.98 -0.27
H -1.16 -2.45 -4.40
H -0.20 4.86 -2.29
H -3.51 -1.48 0.92
H 3.23 -0.16 1.44
C 1.10 1.30 0.34
H 0.55 3.21 5.03
H 0.90 -0.57 5.18
H 1.45 1.69 -4.53
H -1.34 3.31 0.90
C 0.76 -1.59 -4.11
N -0.19 1.18 3.32
C -2.48 2.89 -1.90
H 0.11 -2.08 2.72
H 4.45 -2.34 -1.34
H 1.27 3.87 -2.19
P -1.90 -1.94 -0.95
C -1.28 -0.32 -4.32
S 0.03 -0.06 1.11
C 1.50 -0.43 -4.31
O -2.48 0.91 1.07
C 3.85 0.63 -1.45
H -1.61 2.02 4.66
H -2.35 -0.26 -4.44
P -0.72 2.61 -1.42
H -2.79 2.36 -2.81
H 4.89 0.24 -1.44
H -3.36 -3.22 0.60
H -2.66 3.97 -2.09
C 0.00 0.01 2.78
H 3.42 -2.21 -2.78
C -1.59 0.59 0.34
H 3.15 -1.92 1.16
O 1.73 2.01 1.07
H 3.67 1.04 -2.46
C 3.39 -2.22 -1.68
H -1.02 1.72 -4.86
C -0.53 0.85 -4.52
H -4.17 -2.74 -1.56
P 2.65 -0.68 -0.95
C -1.32 -3.69 -1.13
C -2.78 -2.27 0.66
Os -0.01 0.07 -1.02
C 3.45 -0.96 0.71
H 0.13 3.64 -3.54
H -0.01 2.40 6.52
H 2.54 -0.47 -4.51
C 0.85 0.81 -4.38
H -1.35 -1.75 5.50
C -0.79 3.74 0.05
H -0.60 -3.26 4.93
H -2.18 -4.39 -1.13
H 1.57 -2.09 4.61
C -0.67 1.46 4.72
N 0.17 -1.20 3.30
C 0.37 2.24 5.51
H -0.91 0.50 5.19
H 2.85 -3.12 -1.35
H -2.09 -2.38 1.52
H 3.83 1.49 -0.75
C -3.49 -1.94 -1.92
H -0.74 -3.87 -2.04
H -3.34 -2.13 -3.00
C -0.63 -1.54 -4.26
H -4.03 -0.98 -1.81
H 0.21 4.03 0.40
C -0.41 -2.31 5.44
C 0.20 3.84 -2.46
H 4.56 -1.00 0.60
*
```

---

Record 2
DFT (wB97M-V/def2-TZVPD) results for 2 unconnected molecules or ions with the total composition CH7N6 at a distorted geometry.

HOMO energy (spin up / spin down)   -11.81 / -13.77 eV
HOMO-LUMO gap (spin up / spin down)   8.249 / 7.172 eV
Molar mass   103.1 g mol⁻¹
Energy above the lowest of the compared OMol25 structures with the same formula, charge and spin   1.1345 eV
E_LUMO (spin up / spin down)   -3.557 / -6.597 eV
<S²>   2.009
E_tot   -370.3473 Eh

```
! wB97M-V def2-TZVPD RIJCOSX def2/J DEFGRID3
* xyz 1 3
H -1.08 -0.67 2.07
H 0.93 -2.39 -1.39
N -0.42 3.28 -1.79
N 0.66 -2.31 -0.41
N -0.21 2.04 -1.80
H -0.44 0.83 2.26
C 0.02 0.95 -1.33
N 0.32 -0.98 -0.14
N -0.23 -0.12 2.30
H 0.25 -0.25 3.11
H 0.30 -3.08 0.06
H 0.18 -0.75 0.92
H -0.48 3.75 -2.69
N 0.20 -0.30 -1.18
*
```

---

Record 3
DFT (wB97M-V/def2-TZVPD) results for a single C4H5NOS2 molecule at a distorted geometry.

SMILES string   O[C@H]1C=NSC(=S)C1
HOMO energy   -8.94 eV
HOMO-LUMO gap   8.328 eV
Molar mass   147.2 g mol⁻¹
Energy above the lowest of the compared OMol25 structures with the same formula, charge and spin   1.1605 eV
E_LUMO   -0.610 eV
E_tot   -1081.7506 Eh

```
! wB97M-V def2-TZVPD RIJCOSX def2/J DEFGRID3
* xyz 0 1
S -3.14 -0.02 -0.33
N 0.69 1.93 -0.15
H 0.33 -0.60 -1.84
C -0.62 -0.59 0.66
C -1.59 0.34 -0.02
C 1.36 0.86 0.05
H 1.43 -1.21 0.70
O 0.86 -1.12 -1.22
H 2.40 0.98 0.12
C 0.79 -0.57 0.07
H -0.54 -0.32 1.73
S -0.99 1.93 -0.41
H -1.00 -1.61 0.63
*
```

---

Record 4
DFT (wB97M-V/def2-TZVPD) results for a single C3H6N2O molecule at a distorted geometry.

SMILES string   COCN=C=N
HOMO energy   -9.46 eV
HOMO-LUMO gap   10.248 eV
Molar mass   86.1 g mol⁻¹
Energy above the lowest of the compared OMol25 structures with the same formula, charge and spin   3.1025 eV
E_LUMO   0.785 eV
E_tot   -302.5791 Eh

```
! wB97M-V def2-TZVPD RIJCOSX def2/J DEFGRID3
* xyz 0 1
H 1.03 0.77 -1.13
N -0.14 -2.22 -0.20
H -2.00 1.72 0.18
C -1.31 0.88 0.07
H 1.97 1.38 0.25
H -1.25 0.61 -0.99
H -1.71 0.05 0.66
N 1.46 -0.62 0.44
C 0.59 -1.38 0.18
O -0.05 1.25 0.62
C 1.14 0.72 -0.04
H 0.27 -3.15 -0.05
*
```

---

Record 5
DFT (wB97M-V/def2-TZVPD) results for a single C3H8OSi molecule at a distorted geometry.

SMILES string   C=CC[SiH2]O
HOMO energy   -9.08 eV
HOMO-LUMO gap   9.658 eV
Molar mass   88.2 g mol⁻¹
Energy above the lowest of the compared OMol25 structures with the same formula, charge and spin   0.9693 eV
E_LUMO   0.578 eV
E_tot   -483.8070 Eh

```
! wB97M-V def2-TZVPD RIJCOSX def2/J DEFGRID3
* xyz 0 1
C -1.08 0.83 -0.49
H 0.96 -1.13 -0.85
H 2.28 0.64 0.13
H -0.10 1.60 1.25
O 1.92 -1.73 1.49
Si 1.28 -0.50 0.48
H -0.95 0.01 1.54
C -1.34 -0.26 -1.23
H -1.75 -0.08 -2.22
C -0.37 0.62 0.81
H -1.13 -1.34 -1.00
H 1.41 -2.37 2.02
H -1.05 1.90 -0.77
*
```

---

Record 6
DFT (wB97M-V/def2-TZVPD) results for a molecular structure, C2H8FInNO5 at a distorted geometry.

HOMO energy   -14.07 eV
HOMO-LUMO gap   3.560 eV
Molar mass   259.9 g mol⁻¹
Energy above the lowest of the compared OMol25 structures with the same formula, charge and spin   0.0000 eV
E_LUMO   -10.505 eV
E_tot   -801.2859 Eh

```
! wB97M-V def2-TZVPD RIJCOSX def2/J DEFGRID3
* xyz 1 1
F -1.04 2.90 -1.66
H 2.17 0.88 1.30
O 2.85 1.17 -1.73
C -2.61 -2.93 -0.54
H 0.22 2.39 2.72
H 2.35 2.55 1.90
H -3.56 -2.77 -1.04
O 0.43 1.74 2.03
N 1.87 0.48 -1.90
H 2.15 1.19 3.03
H -2.73 -3.14 0.52
O 0.93 0.55 -1.08
In -1.62 1.05 0.26
O 1.77 -0.28 -2.86
C 1.87 1.59 2.05
O -1.81 -1.71 -0.66
H -1.13 -1.88 -1.32
H -2.13 -3.79 -1.01
*
```

---

Record 7
DFT (wB97M-V/def2-TZVPD) results for a molecular structure, C32H40IrN5OS6.

HOMO energy (spin up / spin down)   -6.09 / -6.11 eV
HOMO-LUMO gap (spin up / spin down)   5.181 / 5.210 eV
Molar mass   895.3 g mol⁻¹
Energy above the lowest of the compared OMol25 structures with the same formula, charge and spin   0.4991 eV
E_LUMO (spin up / spin down)   -0.910 / -0.901 eV
E_tot   -4085.8204 Eh

```
! wB97M-V def2-TZVPD RIJCOSX def2/J DEFGRID3
* xyz 0 1
C 4.76 -0.96 0.14
O -0.15 -7.47 -1.49
H 3.70 -2.46 3.06
C -0.23 -5.42 -0.32
C -2.22 5.53 -0.24
C 0.42 1.40 -3.20
H 2.11 0.77 2.77
C -3.83 1.59 -0.29
N -0.13 4.28 -0.29
H 4.61 0.04 -0.29
H -3.16 -1.29 1.53
H -4.07 6.59 -0.34
C -1.62 4.27 -2.20
H 1.71 0.11 4.36
C 2.82 -2.78 2.51
C -2.77 4.70 -2.83
H -1.44 2.63 2.06
H -1.41 1.13 -4.23
H -4.58 1.83 0.46
H -0.94 -2.66 1.50
C 0.69 5.08 0.44
H 2.43 -3.85 0.68
H 6.46 -0.73 1.35
C 3.78 -0.08 3.82
C -0.77 -4.65 0.70
C 5.39 -0.87 1.52
H 0.30 2.47 -3.06
C -3.66 5.54 -2.17
H -1.77 -1.23 -3.84
C 0.70 -3.41 -1.21
C -3.12 1.59 -2.54
S 2.03 4.09 0.97
S 1.54 -1.52 2.68
N 0.22 -2.67 -0.20
H -2.99 4.37 -3.83
H -2.39 -0.85 3.06
C 2.30 -0.05 3.46
C -1.65 0.68 -0.83
N -0.88 -7.57 0.65
H -3.42 1.11 2.07
C 1.37 2.72 0.11
C -0.80 -0.79 -3.60
N 0.27 2.97 -0.51
H 4.14 -3.66 1.02
H 1.29 -2.88 -1.94
H -0.99 -7.12 1.54
H -3.30 1.82 -3.58
S 2.26 1.25 0.30
C -0.41 -6.91 -0.45
C -1.34 4.70 -0.92
H -0.12 -0.97 -4.44
C -4.10 1.87 -1.61
C 3.17 -3.15 1.07
C -3.38 5.95 -0.87
C -0.94 0.71 -3.34
H -1.40 -5.07 1.48
H -5.04 2.32 -1.91
S 4.96 0.52 2.59
H 1.02 1.24 -4.10
Ir 1.05 -0.69 0.08
H 3.91 0.63 4.64
H -0.38 1.23 1.93
S 0.56 6.68 0.83
C -1.35 1.57 2.29
H -0.41 -1.27 -2.72
C 0.50 -4.78 -1.30
C -2.64 1.03 0.14
H 5.32 -1.81 2.07
H 2.45 -3.67 3.01
N -0.51 0.10 -0.44
H -4.56 5.88 -2.66
H -0.94 3.59 -2.70
H -2.00 5.85 0.77
S 3.17 -1.81 -0.14
C -0.53 -3.29 0.73
H -1.39 1.44 3.37
H -0.99 -8.56 0.58
H -1.40 -1.09 1.62
C -1.91 0.99 -2.21
H 0.98 1.01 -2.35
C -2.48 0.77 1.63
H 5.44 -1.50 -0.52
H 4.11 -1.04 4.24
H 0.92 -5.34 -2.12
C -2.36 -0.71 1.98
*
```

---

Record 8
DFT (wB97M-V/def2-TZVPD) results for a molecular structure, C19H6Cl3F5GeN5RhSSe at a distorted geometry.

HOMO energy (spin up / spin down)   -12.16 / -12.65 eV
HOMO-LUMO gap (spin up / spin down)   7.263 / 6.699 eV
Molar mass   792.2 g mol⁻¹
Energy above the lowest of the compared OMol25 structures with the same formula, charge and spin   0.0000 eV
E_LUMO (spin up / spin down)   -4.899 / -5.956 eV
<S²>   0.769
E_tot   -7868.3221 Eh

```
! wB97M-V def2-TZVPD RIJCOSX def2/J DEFGRID3
* xyz 1 2
C -5.51 -0.86 -4.03
C -1.23 -0.22 1.56
C 2.10 1.47 0.33
H 2.86 3.34 -3.83
N 0.79 0.94 -1.63
C 2.59 0.92 2.96
F -6.48 -0.77 -4.91
C 3.93 3.04 0.17
N 4.96 3.74 0.63
H 4.20 2.34 2.82
C 2.27 2.67 -3.22
S 5.50 4.60 -0.63
Cl 3.10 -1.20 -1.20
C 1.82 1.66 -1.10
C 3.38 1.84 2.32
C -4.61 -1.82 -2.03
C 0.51 1.08 -2.92
H 0.88 -0.39 2.76
C 3.66 3.24 -1.20
C 2.58 2.53 -1.87
N 4.48 4.10 -1.78
C -3.34 -0.20 -3.28
Cl 0.54 -3.31 -1.85
C -4.36 -0.10 -4.20
C 1.55 0.31 2.28
N -1.94 -0.22 2.48
C 1.23 1.95 -3.74
H 2.74 0.68 4.01
H 0.96 2.03 -4.79
Ge 1.25 -1.93 -0.46
C -5.63 -1.72 -2.95
F -6.74 -2.43 -2.80
F -4.25 0.71 -5.24
F -2.27 0.55 -3.50
Se -2.15 -1.36 -0.87
C 3.14 2.12 0.97
Cl 1.52 -2.88 1.39
C -3.43 -1.07 -2.17
H -0.31 0.50 -3.29
F -4.79 -2.66 -1.03
Rh -0.15 -0.13 -0.11
N 1.30 0.58 0.99
*
```

---

Record 9
DFT (wB97M-V/def2-TZVPD) results for a molecular structure, C12H12B2F2N8Sr.

HOMO energy (spin up / spin down)   -11.73 / -11.73 eV
HOMO-LUMO gap (spin up / spin down)   7.960 / 5.490 eV
Molar mass   415.5 g mol⁻¹
Energy above the lowest of the compared OMol25 structures with the same formula, charge and spin   0.0000 eV
E_LUMO (spin up / spin down)   -3.770 / -6.240 eV
<S²>   0.751
E_tot   -1182.6646 Eh

```
! wB97M-V def2-TZVPD RIJCOSX def2/J DEFGRID3
* xyz 1 2
C -0.01 1.08 -6.44
C 2.45 -1.59 -1.63
C 0.72 3.25 0.06
H 1.14 5.27 -0.79
H 0.46 3.26 -6.75
C 2.26 -0.29 -3.38
N 0.14 1.36 -4.25
Sr -0.02 -0.16 0.48
H -0.33 -0.59 -5.00
C -3.00 -0.37 -1.41
N 0.44 2.07 -0.50
C -3.51 0.21 -2.57
H -2.33 1.30 -4.11
N -1.32 0.51 -2.44
B -0.13 -1.14 3.32
H 0.75 3.89 -3.13
N 1.35 -0.86 -1.45
F 0.98 -1.00 3.98
C 0.30 2.41 -6.10
H 3.96 -1.68 -3.26
C -0.11 0.44 -5.23
F -1.27 -1.63 3.67
N 0.43 2.26 -1.84
N 0.39 2.57 -4.79
B 0.13 1.05 -2.77
H 2.74 -2.32 -0.90
C 0.71 3.55 -2.11
N 1.23 -0.06 -2.54
H 0.78 3.35 1.13
C 0.91 4.22 -0.92
H -0.15 0.65 -7.42
C 3.07 -1.27 -2.84
H 2.35 0.26 -4.30
H -4.53 0.22 -2.92
H -3.52 -0.91 -0.64
N -1.69 -0.18 -1.33
C -2.41 0.75 -3.19
*
```

---

Record 10
DFT (wB97M-V/def2-TZVPD) results for a molecular structure, C16H17BrMoNO5.

HOMO energy   -11.02 eV
HOMO-LUMO gap   7.620 eV
Molar mass   479.2 g mol⁻¹
Energy above the lowest of the compared OMol25 structures with the same formula, charge and spin   1.0208 eV
E_LUMO   -3.402 eV
E_tot   -3692.9051 Eh

```
! wB97M-V def2-TZVPD RIJCOSX def2/J DEFGRID3
* xyz 1 1
H 3.04 -0.63 0.79
O -1.89 0.88 0.15
N 1.34 -1.59 0.14
H 3.47 -4.76 -0.25
H -4.67 3.90 -2.19
C -5.93 3.69 -0.46
C 1.52 -3.90 -0.45
C 4.92 -2.60 0.66
H -0.69 -0.50 5.44
H 1.04 -4.80 -0.81
C -0.29 -0.17 4.49
O 1.09 1.17 0.48
O -5.26 1.67 2.50
C -1.92 -1.96 3.50
H -2.93 2.39 -1.30
O -2.84 0.61 2.14
H 5.06 -2.31 1.70
H -1.58 -2.90 3.08
H -6.97 3.30 1.37
H -2.20 -2.10 4.54
Br -1.03 -2.61 -0.68
H -0.55 0.88 4.33
C 2.65 -1.58 0.45
O -0.39 -0.73 2.22
H -6.70 4.35 -0.84
C -4.79 3.44 -1.22
C -2.89 1.10 1.04
H 5.42 -1.86 0.04
C -0.85 -0.94 3.34
C -6.08 3.10 0.78
Mo -0.14 0.08 0.38
C 2.87 -3.87 -0.14
H -6.11 1.96 2.88
C 3.46 -2.69 0.32
C 0.82 -2.73 -0.29
H 5.42 -3.56 0.51
C -3.82 2.59 -0.72
C -3.95 1.99 0.54
H -2.79 -1.62 2.93
C -5.11 2.25 1.29
H 0.79 -0.24 4.49
*
```

---

Record 11
DFT (wB97M-V/def2-TZVPD) results for 2 unconnected molecules or ions with the total composition C4H5NO at a distorted geometry.

HOMO energy (spin up / spin down)   -5.05 / -9.66 eV
HOMO-LUMO gap (spin up / spin down)   6.133 / 7.724 eV
Molar mass   83.1 g mol⁻¹
Energy above the lowest of the compared OMol25 structures with the same formula, charge and spin   3.8207 eV
E_LUMO (spin up / spin down)   1.085 / -1.937 eV
<S²>   2.009
E_tot   -285.1039 Eh

```
! wB97M-V def2-TZVPD RIJCOSX def2/J DEFGRID3
* xyz 0 3
H 2.83 0.84 1.05
C -1.42 -0.17 0.07
H -1.81 -2.02 0.81
C -2.18 -1.20 0.28
C 1.99 0.44 0.51
H 0.67 1.59 -0.71
C 1.34 0.83 -0.66
H -3.16 -1.13 -0.12
O -0.94 0.87 -0.01
N 1.08 -0.40 0.31
H 1.60 0.35 -1.55
*
```

---

Record 12
DFT (wB97M-V/def2-TZVPD) results for a single C22H26N2O4 molecule.

SMILES string   CCOC(=O)CCNC(=O)CCNC(=O)C(c1ccccc1)c1ccccc1
HOMO energy   -9.16 eV
HOMO-LUMO gap   9.854 eV
Molar mass   382.5 g mol⁻¹
Energy above the lowest of the compared OMol25 structures with the same formula, charge and spin   0.2766 eV
E_LUMO   0.691 eV
E_tot   -1264.4888 Eh

```
! wB97M-V def2-TZVPD RIJCOSX def2/J DEFGRID3
* xyz 0 1
C 0.43 0.56 -2.69
C -0.05 -0.36 -4.86
C 0.74 0.43 -4.03
C -0.16 -0.89 0.19
C -0.96 0.06 -0.68
C 1.41 -2.78 0.23
H 0.67 -1.74 -1.46
C -0.68 -0.09 -2.16
H 4.02 0.12 3.12
H 1.25 -3.75 -0.28
H -2.33 -1.38 -2.59
C -1.47 -0.88 -2.99
C -0.38 2.97 2.25
H -1.78 -1.61 -4.97
C 3.07 1.67 1.99
H -0.51 3.10 1.18
H 3.72 1.54 1.12
H 3.46 2.45 2.64
O -0.21 -0.84 1.41
H -6.21 -0.30 0.43
C -5.15 -0.23 0.21
N 2.58 -0.76 1.95
H 1.04 1.17 -2.05
C -3.23 1.09 -0.36
C 2.91 -2.47 0.20
H 0.19 -0.46 -5.91
O 1.29 1.93 0.38
C -1.33 1.92 2.80
C -1.15 -1.01 -4.33
C 3.01 0.34 2.77
O 0.98 2.60 2.50
C -4.58 1.00 -0.08
C -2.43 -0.05 -0.35
H -5.19 1.89 -0.09
H -1.11 0.95 2.36
C 1.69 2.07 1.51
C -3.01 -1.28 -0.06
H -1.23 1.84 3.88
H 1.60 0.94 -4.44
H 1.57 -0.91 1.87
H -4.80 -2.33 0.45
H 3.46 -3.36 0.51
H -2.79 2.05 -0.58
H -2.35 2.19 2.56
C -4.36 -1.37 0.22
H -2.40 -2.17 -0.05
H 2.33 0.43 3.61
O 4.61 -1.02 1.01
H -0.61 1.06 -0.38
H 1.05 -2.87 1.25
C 3.43 -1.33 1.08
H 3.22 -2.24 -0.82
N 0.60 -1.79 -0.45
H -0.52 3.93 2.76
*
```

---

Q: energy above the lowest of the compared OMol25 structures with the same formula, charge and spin of number 10 (C16H17BrMoNO5)?
A: 1.0208 eV

---

Q: Which formula does entry 12 have?
A: C22H26N2O4

---

Repeat the first record exactly.
DFT (wB97M-V/def2-TZVPD) results for a molecular structure, C22H45N2O2OsP3S at a distorted geometry.

HOMO energy (spin up / spin down)   -19.32 / -20.72 eV
HOMO-LUMO gap (spin up / spin down)   6.502 / 4.766 eV
Molar mass   684.8 g mol⁻¹
Energy above the lowest of the compared OMol25 structures with the same formula, charge and spin   6.3880 eV
E_LUMO (spin up / spin down)   -12.814 / -15.955 eV
<S²>   6.043
E_tot   -2636.3662 Eh

```
! wB97M-V def2-TZVPD RIJCOSX def2/J DEFGRID3
* xyz 4 5
H 1.24 -2.55 -4.06
H 1.31 1.69 5.56
H -0.04 -2.51 6.44
H -0.14 2.09 2.78
C 0.65 -1.51 4.68
H -1.32 4.68 -0.22
H -3.17 2.59 -1.10
H -0.67 -3.98 -0.27
H -1.16 -2.45 -4.40
H -0.20 4.86 -2.29
H -3.51 -1.48 0.92
H 3.23 -0.16 1.44
C 1.10 1.30 0.34
H 0.55 3.21 5.03
H 0.90 -0.57 5.18
H 1.45 1.69 -4.53
H -1.34 3.31 0.90
C 0.76 -1.59 -4.11
N -0.19 1.18 3.32
C -2.48 2.89 -1.90
H 0.11 -2.08 2.72
H 4.45 -2.34 -1.34
H 1.27 3.87 -2.19
P -1.90 -1.94 -0.95
C -1.28 -0.32 -4.32
S 0.03 -0.06 1.11
C 1.50 -0.43 -4.31
O -2.48 0.91 1.07
C 3.85 0.63 -1.45
H -1.61 2.02 4.66
H -2.35 -0.26 -4.44
P -0.72 2.61 -1.42
H -2.79 2.36 -2.81
H 4.89 0.24 -1.44
H -3.36 -3.22 0.60
H -2.66 3.97 -2.09
C 0.00 0.01 2.78
H 3.42 -2.21 -2.78
C -1.59 0.59 0.34
H 3.15 -1.92 1.16
O 1.73 2.01 1.07
H 3.67 1.04 -2.46
C 3.39 -2.22 -1.68
H -1.02 1.72 -4.86
C -0.53 0.85 -4.52
H -4.17 -2.74 -1.56
P 2.65 -0.68 -0.95
C -1.32 -3.69 -1.13
C -2.78 -2.27 0.66
Os -0.01 0.07 -1.02
C 3.45 -0.96 0.71
H 0.13 3.64 -3.54
H -0.01 2.40 6.52
H 2.54 -0.47 -4.51
C 0.85 0.81 -4.38
H -1.35 -1.75 5.50
C -0.79 3.74 0.05
H -0.60 -3.26 4.93
H -2.18 -4.39 -1.13
H 1.57 -2.09 4.61
C -0.67 1.46 4.72
N 0.17 -1.20 3.30
C 0.37 2.24 5.51
H -0.91 0.50 5.19
H 2.85 -3.12 -1.35
H -2.09 -2.38 1.52
H 3.83 1.49 -0.75
C -3.49 -1.94 -1.92
H -0.74 -3.87 -2.04
H -3.34 -2.13 -3.00
C -0.63 -1.54 -4.26
H -4.03 -0.98 -1.81
H 0.21 4.03 0.40
C -0.41 -2.31 5.44
C 0.20 3.84 -2.46
H 4.56 -1.00 0.60
*
```